No. 1
{"formula": "C10H15F2N2", "method": "ωB97M-V with the def2-TZVPD basis set", "lumo_energy_ev": [-5.11, -5.10], "gap_ev": [6.90, 6.90], "e_tot_ev": -19016.707, "smiles": "C=[N+]1CCN(C)C/C=C(F)/C=C\\1CF", "charge": 1, "elements": ["C", "N", "C", "C", "N", "C", "C", "C", "C", "F", "C", "C", "C", "F", "H", "H", "H", "H", "H", "H", "H", "H", "H", "H", "H", "H", "H", "H", "H"], "coordinates": [[-0.1612, -1.8037, -0.8608], [0.3739, -0.9957, -0.0213], [-0.2968, -0.5768, 1.1636], [-1.0802, 0.6729, 1.2885], [-1.7482, 1.0050, 0.0546], [-2.8328, 0.1696, -0.5623], [-1.1403, 2.0521, -0.7451], [0.2811, 1.4398, -0.9305], [1.3036, 1.6713, -0.0796], [1.4785, 2.7395, 0.7524], [2.2279, 0.5977, 0.0875], [1.7456, -0.6838, -0.0207], [2.7860, -1.9123, 0.0983], [3.2011, -1.9413, 1.3648], [0.3293, -2.1082, -1.7414], [-1.1202, -2.2061, -0.6787], [0.4798, -0.4808, 1.9226], [-1.0850, -1.3942, 1.3787], [-1.7671, 0.4833, 2.1386], [-0.4660, 1.6846, 1.4567], [-2.9379, 0.2192, -1.6454], [-2.5453, -0.9314, -0.3592], [-3.7847, 0.3241, -0.0940], [-1.2108, 2.8971, -0.0778], [-1.5937, 2.2299, -1.6444], [0.2928, 0.5962, -1.7281], [3.3546, 0.8084, 0.2449], [3.6681, -1.6493, -0.5026], [2.2478, -2.9073, -0.2591]], "lowdin_charge": [0.19, -0.11, -0.12, -0.16, -0.21, -0.02, -0.12, 0.03, -0.30, 0.08, 0.07, -0.15, -0.15, 0.01, 0.12, 0.10, 0.16, 0.17, 0.15, 0.17, 0.09, 0.07, 0.08, 0.13, 0.09, 0.16, 0.18, 0.13, 0.16]}

=====

No. 2
{"formula": "C10H15N", "method": "ωB97M-V with the def2-TZVPD basis set", "lumo_energy_ev": 0.90, "gap_ev": 10.45, "e_tot_ev": -12100.655, "smiles": "c1ccncc1.C1CCCC1", "elements": ["C", "C", "C", "N", "C", "C", "H", "H", "H", "H", "H", "C", "C", "C", "C", "C", "H", "H", "H", "H", "H", "H", "H", "H", "H", "H"], "coordinates": [[-3.2827, -0.7964, 0.5861], [-2.2205, -1.1965, -0.2415], [-1.0835, -0.2964, -0.2612], [-1.0538, 0.8601, 0.4417], [-2.1515, 1.2495, 1.0970], [-3.2561, 0.4223, 1.2242], [-4.0834, -1.5259, 0.7785], [-2.2118, -2.1718, -0.7526], [-0.2017, -0.4660, -0.8572], [-2.0238, 2.1997, 1.6543], [-4.0713, 0.7482, 1.8830], [2.0445, -0.0746, 0.7416], [2.6478, -1.2071, 0.0215], [2.4308, -0.7359, -1.4895], [2.5175, 0.6792, -1.5268], [1.8730, 1.1937, -0.2491], [0.9332, -0.2852, 1.0882], [2.8234, 0.1455, 1.5877], [2.0148, -2.2247, 0.2186], [3.6243, -1.4860, 0.1758], [1.4590, -0.8476, -1.8939], [3.0807, -1.2447, -2.2651], [2.0991, 1.1216, -2.5100], [3.4634, 0.9136, -1.3769], [0.7597, 1.6399, -0.3930], [2.5943, 2.0369, 0.1580]], "lowdin_charge": [-0.10, -0.03, -0.11, 0.02, -0.14, -0.09, 0.11, 0.10, 0.07, 0.12, 0.11, -0.22, -0.19, -0.24, -0.30, -0.18, 0.11, 0.13, 0.15, 0.06, 0.07, 0.13, 0.15, 0.05, 0.12, 0.12]}

=====

No. 3
{"formula": "C10H15N2O3", "method": "ωB97M-V with the def2-TZVPD basis set", "lumo_energy_ev": -2.98, "gap_ev": 9.89, "e_tot_ev": -19724.074, "charge": 1, "elements": ["C", "C", "C", "C", "C", "C", "C", "C", "C", "C", "N", "N", "O", "O", "O", "H", "H", "H", "H", "H", "H", "H", "H", "H", "H", "H", "H", "H", "H", "H"], "coordinates": [[-2.1148, -0.8026, -0.6627], [-0.0741, -0.3929, 0.3509], [-2.1512, 0.6788, -0.8125], [1.2064, -0.7807, 0.8046], [-2.3565, 1.4759, -2.0771], [1.7795, -1.5506, 1.9011], [-1.6119, 2.8118, -2.2548], [-2.7656, 0.8376, -3.3377], [0.7919, -1.8704, 2.9567], [3.0292, -2.3483, 1.7031], [-3.1018, 1.5593, -0.8735], [2.0540, -0.0666, 1.8792], [-3.0204, -1.5507, -0.9536], [-0.5751, 0.8042, 0.0746], [-0.9339, -1.3551, -0.1842], [-2.3715, 3.3055, -2.8880], [-0.6188, 2.8125, -2.6254], [-1.6480, 3.3439, -1.3362], [-2.0173, 0.1231, -3.6580], [-2.8440, 1.6714, -4.0502], [-3.7240, 0.2916, -3.3364], [0.1633, -1.0560, 3.0976], [1.3275, -2.2087, 3.8339], [0.4247, -2.7991, 2.6410], [3.6586, -1.8797, 0.8842], [2.8082, -3.3043, 1.3970], [3.6690, -2.2668, 2.5373], [-3.2642, 2.3866, -0.2708], [2.8198, 0.2812, 1.3279], [1.4879, 0.5223, 2.4219]], "lowdin_charge": [-0.32, -0.26, -0.11, 0.01, -0.41, -0.45, 0.02, 0.00, 0.03, 0.02, 0.21, 0.22, 0.19, 0.05, 0.14, 0.11, 0.08, 0.07, 0.10, 0.09, 0.11, 0.09, 0.11, 0.10, 0.12, 0.08, 0.09, 0.20, 0.17, 0.15]}

=====

No. 4
{"formula": "C10H15N3O2", "method": "ωB97M-V with the def2-TZVPD basis set", "lumo_energy_ev": 0.63, "gap_ev": 8.49, "e_tot_ev": -19179.340, "smiles": "CCn1c2c(c(=O)n(CC)c1=O)CCN2", "elements": ["C", "C", "N", "C", "C", "C", "O", "N", "C", "C", "C", "O", "C", "C", "N", "H", "H", "H", "H", "H", "H", "H", "H", "H", "H", "H", "H", "H", "H", "H"], "coordinates": [[-2.8802, -1.1581, -0.8647], [-1.6800, -0.8634, -1.8148], [-0.5343, -0.4287, -1.0428], [-0.3808, 0.9360, -0.7733], [0.6855, 1.3836, -0.0688], [1.6322, 0.4166, 0.4275], [2.6572, 0.8516, 0.9668], [1.4542, -0.9549, 0.2881], [2.3109, -1.8870, 1.0399], [1.8052, -2.0522, 2.4734], [0.3323, -1.3266, -0.4171], [0.0448, -2.5318, -0.5351], [0.6427, 2.8722, 0.1020], [-0.7235, 3.2813, -0.4494], [-1.1643, 2.0180, -1.1154], [-3.2674, -0.2570, -0.3824], [-2.6429, -1.9011, -0.0859], [-3.6731, -1.6402, -1.4878], [-1.4152, -1.8104, -2.3202], [-1.9213, -0.1470, -2.5585], [2.2759, -2.8681, 0.5322], [3.3486, -1.5523, 1.0021], [1.8284, -1.0972, 3.0105], [0.7782, -2.4539, 2.4213], [2.4639, -2.7431, 3.0217], [1.4650, 3.2899, -0.4701], [0.7516, 3.1047, 1.1476], [-0.7025, 4.1377, -1.1003], [-1.3459, 3.5148, 0.3692], [-2.1454, 1.8665, -1.3155]], "lowdin_charge": [-0.06, -0.17, 0.05, -0.20, -0.11, -0.38, 0.04, 0.07, -0.17, -0.07, -0.39, 0.04, -0.10, -0.12, 0.07, 0.06, 0.08, 0.08, 0.13, 0.10, 0.12, 0.12, 0.08, 0.08, 0.08, 0.12, 0.11, 0.11, 0.10, 0.12]}

=====

No. 5
{"formula": "C10H15NO", "method": "ωB97M-V with the def2-TZVPD basis set", "lumo_energy_ev": 0.79, "gap_ev": 9.87, "e_tot_ev": -14150.916, "smiles": "Cc1ccccc1.CCC(N)=O", "elements": ["C", "C", "C", "C", "C", "C", "C", "H", "H", "H", "H", "H", "H", "H", "H", "C", "C", "C", "N", "O", "H", "H", "H", "H", "H", "H", "H"], "coordinates": [[-2.2491, 0.1150, -3.8129], [-1.7772, 0.1484, -2.3904], [-0.6155, -0.5038, -1.9873], [-0.2445, -0.4345, -0.6398], [-0.9040, 0.4088, 0.1891], [-2.0842, 1.0687, -0.1478], [-2.5158, 0.9152, -1.4503], [-1.7367, -0.7005, -4.3328], [-1.9805, 1.0145, -4.3766], [-3.3305, 0.0224, -3.8440], [-0.1366, -1.1420, -2.7177], [0.3896, -1.2312, -0.2750], [-0.5771, 0.4455, 1.2287], [-2.5527, 1.6520, 0.6291], [-3.3587, 1.5191, -1.7776], [2.7200, 1.1874, 1.6873], [2.2754, -0.2656, 1.5771], [1.3764, -0.6841, 2.7990], [1.1675, -2.0218, 2.9023], [1.0177, 0.1514, 3.5965], [2.4180, 1.7047, 2.5885], [2.3231, 1.7452, 0.8497], [3.8132, 1.2324, 1.6434], [1.8250, -0.4649, 0.6106], [3.1244, -0.9527, 1.6948], [0.5713, -2.3322, 3.6604], [1.0413, -2.5972, 2.0955]], "lowdin_charge": [-0.06, -0.28, -0.04, -0.11, -0.10, -0.07, -0.05, 0.07, 0.08, 0.08, 0.11, 0.09, 0.10, 0.11, 0.11, -0.09, -0.17, -0.55, 0.15, 0.05, 0.07, 0.07, 0.07, 0.06, 0.11, 0.11, 0.09]}

=====

No. 6
{"formula": "C10H15NO", "method": "ωB97M-V with the def2-TZVPD basis set", "lumo_energy_ev": 0.82, "gap_ev": 9.70, "e_tot_ev": -14151.163, "smiles": "Cc1ccccc1.CCC(N)=O", "elements": ["C", "C", "C", "C", "C", "C", "C", "H", "H", "H", "H", "H", "H", "H", "H", "C", "C", "C", "N", "O", "H", "H", "H", "H", "H", "H", "H"], "coordinates": [[0.7604, -3.8047, -0.6883], [1.0705, -2.4196, -1.1648], [0.2555, -1.3552, -0.8182], [0.5764, -0.0547, -1.2665], [1.5960, 0.2051, -2.1221], [2.4498, -0.8917, -2.4427], [2.1902, -2.1369, -1.9808], [1.1169, -4.0179, 0.3161], [1.2926, -4.5102, -1.3288], [-0.3050, -4.0038, -0.7985], [-0.6308, -1.4519, -0.2077], [-0.0597, 0.7476, -0.9061], [1.9005, 1.1967, -2.4118], [3.2755, -0.7061, -3.1196], [2.9224, -2.9282, -2.1104], [-2.0065, 1.0016, 2.8286], [-1.6299, 2.4214, 2.3768], [-1.6565, 2.4929, 0.8500], [-0.6633, 3.2047, 0.1949], [-2.4873, 1.8902, 0.2049], [-1.4973, 0.2520, 2.2389], [-3.0860, 0.9063, 2.8574], [-1.7463, 0.9055, 3.8854], [-2.1705, 3.2159, 2.8642], [-0.5775, 2.5919, 2.6511], [-0.9371, 3.6108, -0.6716], [0.0469, 3.6382, 0.7697]], "lowdin_charge": [-0.06, -0.28, -0.04, -0.10, -0.09, -0.09, -0.07, 0.08, 0.07, 0.08, 0.11, 0.08, 0.09, 0.10, 0.11, -0.09, -0.17, -0.55, 0.15, 0.05, 0.07, 0.07, 0.07, 0.11, 0.10, 0.10, 0.09]}

=====

No. 7
{"formula": "C10H15NO", "method": "ωB97M-V with the def2-TZVPD basis set", "lumo_energy_ev": 0.87, "gap_ev": 9.86, "e_tot_ev": -14150.608, "smiles": "Cc1ccccc1.CCC(N)=O", "elements": ["C", "C", "C", "C", "C", "C", "C", "H", "H", "H", "H", "H", "H", "H", "H", "C", "C", "C", "N", "O", "H", "H", "H", "H", "H", "H", "H"], "coordinates": [[1.4708, -0.8462, 3.1530], [0.4249, -0.2192, 2.2546], [0.7186, 0.8481, 1.3762], [-0.3602, 1.4001, 0.6580], [-1.6390, 0.8150, 0.6701], [-1.9311, -0.2588, 1.5213], [-0.8690, -0.7812, 2.3120], [1.0299, -1.3587, 4.0086], [2.2094, -0.1745, 3.5346], [2.0270, -1.6671, 2.6342], [1.7324, 1.2856, 1.3036], [-0.1804, 2.2886, -0.0102], [-2.4486, 1.4171, 0.2296], [-2.9269, -0.6642, 1.6711], [-1.0414, -1.5027, 2.9655], [1.8212, -0.2894, -2.0261], [0.3665, -0.5866, -2.2275], [-0.4651, 0.6837, -2.5239], [-1.9162, 0.4301, -2.6922], [-0.0266, 1.7656, -2.8258], [2.1194, 0.6020, -1.5455], [2.2361, -0.1696, -3.0745], [2.3267, -1.1684, -1.5451], [0.3236, -1.2614, -3.0927], [-0.0878, -1.1261, -1.3885], [-2.6687, 1.0199, -2.9483], [-2.2455, -0.4814, -2.3920]], "lowdin_charge": [-0.06, -0.26, -0.05, -0.10, -0.12, -0.06, -0.04, 0.07, 0.06, 0.09, 0.12, 0.12, 0.10, 0.10, 0.05, -0.12, -0.20, -0.48, 0.12, 0.05, 0.05, 0.10, 0.09, 0.12, 0.10, 0.07, 0.07]}

=====

No. 8
{"formula": "C10H15NO", "method": "ωB97M-V with the def2-TZVPD basis set", "lumo_energy_ev": 0.65, "gap_ev": 9.42, "e_tot_ev": -14147.959, "smiles": "Cc1ccccc1.CCC(N)=O", "elements": ["C", "C", "C", "C", "C", "C", "C", "H", "H", "H", "H", "H", "H", "H", "H", "C", "C", "C", "N", "O", "H", "H", "H", "H", "H", "H", "H"], "coordinates": [[3.3345, -1.6347, 0.2421], [2.2946, -0.6644, -0.2932], [1.5520, -0.8768, -1.4833], [0.9683, 0.1686, -2.2228], [0.9987, 1.4650, -1.5433], [1.6362, 1.7136, -0.4208], [2.3722, 0.7262, 0.0995], [3.1582, -2.5536, -0.3837], [3.2449, -1.9384, 1.2547], [4.2206, -1.1389, 0.2736], [1.2997, -1.9869, -1.8405], [0.7424, -0.0032, -3.1820], [0.0110, 1.8823, -1.8338], [1.7337, 2.6509, 0.0999], [2.9750, 0.9491, 1.0742], [-2.4572, 0.5953, 2.6643], [-3.3102, 0.0304, 1.4861], [-2.4104, -0.2726, 0.3687], [-1.0554, -0.1599, 0.4237], [-2.9928, -0.7216, -0.6274], [-1.4668, 0.2830, 2.8416], [-2.9893, 0.3441, 3.5734], [-2.2058, 1.5412, 2.3958], [-3.8849, -0.8853, 1.8475], [-4.1816, 0.7397, 1.4331], [-0.5281, -0.7404, -0.1308], [-0.6701, 0.2452, 1.2466]], "lowdin_charge": [-0.05, -0.25, -0.09, -0.04, -0.11, -0.17, -0.08, 0.10, 0.06, 0.04, 0.15, 0.06, 0.12, 0.11, 0.14, -0.11, -0.15, -0.54, 0.20, 0.01, 0.04, 0.08, 0.04, 0.14, 0.14, 0.05, 0.08]}